Entry from the Open Molecules 2025 dataset: a 5-piece molecular cluster, C33H30NO8 overall (ωB97M-V with the def2-TZVPD basis set).

```
! wB97M-V def2-TZVPD RIJCOSX def2/J DEFGRID3
* xyz 1 1
N -6.9776 4.0669 -8.0408
C -7.8775 3.5505 -6.9388
C -7.3308 4.0635 -5.6019
C -6.3208 3.0583 -5.0145
C -5.2414 3.6877 -4.1701
C -5.4706 4.7926 -3.3553
C -4.4317 5.3270 -2.5974
C -3.1661 4.7551 -2.6215
C -2.9303 3.6369 -3.4136
C -3.9665 3.1183 -4.1856
H -7.0690 3.5468 -8.9141
H -7.1629 5.0522 -8.2293
H -6.0058 3.9924 -7.7275
H -7.8767 2.4678 -6.9463
H -8.8705 3.9342 -7.1432
H -8.1845 4.1232 -4.9354
H -6.8985 5.0538 -5.7469
H -6.8921 2.3888 -4.3689
H -5.8862 2.4160 -5.7821
H -6.4579 5.2328 -3.3057
H -4.6225 6.1982 -1.9880
H -2.3678 5.1579 -2.0168
H -1.9551 3.1786 -3.4344
H -3.7594 2.2443 -4.7910
C 1.4042 1.0069 -3.5208
C 2.0914 0.3233 -4.4334
C 2.5629 0.9647 -5.6863
O 3.1847 0.3441 -6.5198
C 2.2400 2.4024 -5.8832
C 1.5536 3.0867 -4.9723
C 1.0836 2.4413 -3.7210
O 0.4588 3.0690 -2.8889
H 1.0523 0.5523 -2.6029
H 2.3367 -0.7240 -4.3079
H 2.5948 2.8511 -6.8025
H 1.3085 4.1345 -5.0949
C 3.3300 0.5161 -0.4727
C 4.4105 0.7268 0.2729
C 4.7311 -0.1517 1.4282
O 5.7149 0.0453 2.1069
C 3.8032 -1.2735 1.7195
C 2.7234 -1.4797 0.9698
C 2.4023 -0.6061 -0.1819
O 1.4110 -0.8080 -0.8602
H 3.0804 1.1462 -1.3157
H 5.1009 1.5380 0.0795
H 4.0538 -1.8995 2.5597
H 2.0350 -2.2908 1.1631
C 2.0932 -3.8843 5.1463
C 1.2425 -4.4782 5.9801
C 0.4142 -5.6311 5.5386
O -0.3631 -6.1745 6.2898
C 0.5754 -6.0924 4.1346
C 1.4269 -5.4958 3.3050
C 2.2513 -4.3463 3.7481
O 3.0298 -3.8026 2.9877
H 2.7060 -3.0428 5.4455
H 1.1149 -4.1574 7.0056
H -0.0359 -6.9337 3.8337
H 1.5597 -5.8152 2.2790
C 5.6683 -5.1599 8.9094
C 4.3692 -5.3388 8.6857
C 3.3532 -4.4520 9.3039
O 2.1680 -4.6166 9.0991
C 3.8383 -3.3579 10.1803
C 5.1371 -3.1782 10.4049
C 6.1559 -4.0646 9.7865
O 7.3382 -3.9007 9.9884
H 6.4269 -5.7948 8.4699
H 3.9922 -6.1304 8.0504
H 3.0789 -2.7240 10.6201
H 5.5131 -2.3872 11.0411
*
```

Values from the calculation:
total energy	-1931.7839	Ha
orbital gap	7.62	eV
E_LUMO	-3.638	eV
HOMO energy	-0.414	hartree